Computed, not measured: a cluster of 21 separate species, C60H171N9O21 in total at a distorted geometry, with the ωB97M-V functional and the def2-TZVPD basis.

E_HOMO, eV: -8.01
Spin multiplicity: 1
Energy, hartree: -4460.897943
Gap between HOMO and LUMO, eV: 8.2
Lowest unoccupied orbital energy, eV: 0.18

CARTESIAN COORDINATES (ANGSTROEM)
C (1.9994, 6.3368, 4.3768)
C (1.0679, 5.3041, 5.0331)
O (1.0463, 5.5174, 6.4322)
H (1.9570, 6.2665, 3.2899)
H (2.9418, 6.0757, 4.8584)
H (1.7668, 7.3627, 4.6622)
H (1.3729, 4.3195, 4.6785)
H (0.0882, 5.5258, 4.6098)
H (0.8681, 6.4357, 6.6483)
C (4.0078, -5.8243, 3.1013)
C (4.4299, -4.3873, 3.0338)
O (5.2055, -4.1656, 4.3029)
H (3.6624, -6.0862, 4.1014)
H (4.8396, -6.4892, 2.8685)
H (3.2292, -6.0944, 2.3880)
H (3.5725, -3.7202, 2.9440)
H (5.1472, -4.0890, 2.2693)
H (4.6507, -4.2794, 5.0781)
C (-1.7796, 4.0846, -0.0042)
C (-1.5698, 3.6535, 1.4578)
O (-1.8237, 4.7826, 2.2176)
H (-1.3874, 3.3292, -0.6852)
H (-1.2651, 4.9877, -0.3323)
H (-2.8341, 4.3244, -0.1405)
H (-0.5243, 3.3646, 1.5651)
H (-2.3071, 2.8874, 1.6975)
H (-1.9007, 4.4655, 3.1204)
C (-2.1087, -2.1881, -2.5324)
C (-1.2862, -3.4760, -2.6662)
O (-0.1400, -3.2320, -1.8988)
H (-2.3834, -1.9716, -1.5000)
H (-3.0809, -2.1448, -3.0235)
H (-1.5765, -1.3279, -2.9385)
H (-1.0070, -3.7142, -3.6926)
H (-1.7537, -4.3371, -2.1888)
H (0.3032, -4.0818, -1.8452)
C (-6.7591, -2.7143, 1.1884)
C (-5.3990, -2.3666, 1.8678)
O (-4.4584, -2.2190, 0.8244)
H (-7.4421, -2.0429, 1.7088)
H (-6.9262, -3.7726, 1.3885)
H (-6.8141, -2.5901, 0.1069)
H (-4.9611, -3.1479, 2.4890)
H (-5.4180, -1.4836, 2.5066)
H (-3.6178, -1.9432, 1.1971)
C (-1.6674, 4.0981, -4.5641)
C (-1.7559, 2.6590, -5.1155)
O (-2.4709, 2.6243, -6.3080)
H (-0.9911, 4.6744, -5.1954)
H (-1.0948, 4.2032, -3.6427)
H (-2.6150, 4.6367, -4.5747)
H (-2.1239, 1.9139, -4.4102)
H (-0.7572, 2.2920, -5.3523)
H (-1.9890, 3.0516, -7.0198)
C (2.0471, -3.0161, -5.6657)
C (0.6139, -2.6552, -6.0631)
O (0.4835, -1.9574, -7.2444)
H (2.5828, -2.1845, -5.2080)
H (2.6885, -3.3848, -6.4662)
H (2.1796, -3.8816, -5.0164)
H (0.0733, -2.3604, -5.1637)
H (0.2485, -3.6503, -6.3166)
H (0.9219, -1.1404, -6.9957)
C (5.3623, 2.7609, 4.6480)
C (5.8879, 2.1220, 5.9928)
O (4.7812, 2.0499, 6.9104)
H (6.1561, 2.9887, 3.9366)
H (4.8227, 3.6851, 4.8550)
H (4.5417, 2.1451, 4.2798)
H (6.5474, 2.7630, 6.5778)
H (6.3695, 1.1539, 5.8552)
H (4.1004, 1.4276, 6.6444)
C (3.7404, -2.9405, -2.4426)
C (4.3520, -2.1305, -1.3060)
O (5.3422, -1.2078, -1.7741)
H (3.3925, -2.2552, -3.2155)
H (2.8754, -3.5603, -2.2065)
H (4.4356, -3.6924, -2.8160)
H (4.7771, -2.8744, -0.6322)
H (3.5743, -1.5867, -0.7697)
H (6.2348, -1.5224, -1.6128)
C (-4.3638, 1.6213, -0.9917)
C (-4.0971, 0.5631, -2.0361)
O (-5.1293, 0.5153, -2.9775)
H (-5.2620, 1.3970, -0.4164)
H (-4.5365, 2.6041, -1.4304)
H (-3.5188, 1.6692, -0.3048)
H (-3.7356, -0.3865, -1.6417)
H (-3.2672, 0.9503, -2.6273)
H (-5.5956, -0.3141, -2.8500)
C (1.2001, 0.6375, 0.9130)
C (1.1615, -0.4609, -0.1354)
O (-0.1887, -0.4287, -0.5271)
H (0.6921, 1.4740, 0.4331)
H (2.2588, 0.7510, 1.1464)
H (0.5568, 0.5265, 1.7859)
H (1.3075, -1.5156, 0.0978)
H (1.7051, -0.2022, -1.0441)
H (-0.3699, -1.2362, -1.0136)
C (-2.0615, -1.3019, 7.0700)
C (-2.5040, -1.0128, 5.5536)
O (-1.4151, -0.5402, 4.7895)
H (-1.6877, -2.2991, 7.3023)
H (-2.8345, -1.0796, 7.8056)
H (-1.3147, -0.5562, 7.3427)
H (-3.2856, -0.2601, 5.4514)
H (-2.8500, -1.9270, 5.0713)
H (-0.8292, -1.2725, 4.5844)
C (-3.1614, 6.9497, 5.1703)
C (-4.3124, 5.9132, 4.8591)
C (-3.9193, 4.5300, 5.4111)
O (-2.6663, 4.1221, 4.9736)
C (-2.4215, 2.8034, 5.4457)
N (-5.5471, 6.4061, 5.5055)
H (-3.0069, 7.1401, 6.2324)
H (-3.4431, 7.9282, 4.7816)
H (-2.2097, 6.7353, 4.6841)
H (-4.5353, 5.8831, 3.7926)
H (-4.7825, 3.8755, 5.2906)
H (-3.8369, 4.7099, 6.4829)
H (-2.6491, 2.6965, 6.5063)
H (-1.3616, 2.6306, 5.2592)
H (-2.9018, 2.1083, 4.7570)
H (-5.8571, 7.3143, 5.1905)
H (-5.5344, 6.4671, 6.5136)
C (-1.8520, -3.8284, 0.9627)
C (-1.4935, -2.9731, 2.1598)
C (-0.0387, -3.0539, 2.7090)
O (0.0476, -2.4929, 3.9993)
C (1.3833, -2.7478, 4.5030)
N (-1.8052, -1.6383, 1.8703)
H (-1.4946, -4.8581, 0.9614)
H (-1.4625, -3.3276, 0.0764)
H (-2.9142, -3.9534, 0.7526)
H (-2.1509, -3.3267, 2.9541)
H (0.5831, -2.4703, 2.0301)
H (0.4271, -4.0108, 2.4733)
H (2.0817, -2.3097, 3.7899)
H (1.6563, -3.8001, 4.5818)
H (1.6336, -2.1370, 5.3704)
H (-1.5431, -1.1228, 2.6983)
H (-1.2766, -1.2744, 1.0903)
C (-0.6218, -7.0975, -3.0691)
C (0.6472, -6.3096, -3.3297)
C (1.6193, -6.4992, -2.0924)
O (1.1560, -5.7530, -1.0423)
C (1.8025, -5.7951, 0.2132)
N (1.2176, -6.9866, -4.4350)
H (-1.3015, -7.1090, -3.9212)
H (-1.1579, -6.6688, -2.2224)
H (-0.4946, -8.1706, -2.9264)
H (0.4259, -5.2774, -3.6011)
H (2.6034, -6.0389, -2.1804)
H (1.8028, -7.5140, -1.7394)
H (2.7122, -5.2070, 0.0927)
H (2.1988, -6.7567, 0.5393)
H (1.1631, -5.3590, 0.9807)
H (1.5748, -7.8917, -4.1643)
H (1.9400, -6.6366, -5.0481)
C (1.7390, 0.8608, -4.6485)
C (2.1886, 1.4319, -5.9972)
C (3.7174, 1.4881, -6.2008)
O (4.4850, 2.3336, -5.3568)
C (5.8456, 1.9979, -5.0805)
N (1.5378, 0.7025, -7.1127)
H (2.6078, 0.5947, -4.0464)
H (1.3854, -0.1688, -4.7038)
H (1.0941, 1.4712, -4.0164)
H (1.9201, 2.4875, -5.9546)
H (3.8176, 1.6609, -7.2724)
H (4.1279, 0.5004, -5.9912)
H (6.1679, 2.7191, -4.3294)
H (6.4155, 2.0905, -6.0050)
H (5.9592, 1.0035, -4.6490)
H (0.7517, 1.2757, -7.3839)
H (2.1083, 0.6410, -7.9439)
C (-5.0437, -4.1151, -3.1838)
C (-6.3861, -3.4158, -3.3555)
C (-7.4551, -4.1335, -2.4422)
O (-8.6623, -3.4567, -2.3443)
C (-9.5257, -4.0511, -1.3484)
N (-6.2317, -2.1071, -2.9601)
H (-5.0251, -5.1737, -2.9248)
H (-4.3974, -3.5707, -2.4953)
H (-4.4374, -3.8965, -4.0628)
H (-6.8035, -3.3949, -4.3622)
H (-6.9632, -4.4113, -1.5100)
H (-7.5846, -5.0872, -2.9538)
H (-9.5669, -5.1003, -1.6408)
H (-10.4951, -3.5666, -1.2315)
H (-9.1148, -3.8541, -0.3582)
H (-5.8023, -2.0642, -2.0470)
H (-7.1696, -1.7370, -2.9023)
C (-2.8303, -1.5524, -6.1750)
C (-4.0736, -0.9542, -6.9000)
C (-5.1783, -2.0230, -7.2941)
O (-6.2705, -1.5273, -7.9943)
C (-5.9701, -0.9791, -9.3567)
N (-4.6105, 0.1107, -6.0530)
H (-2.5338, -2.3687, -6.8337)
H (-2.9835, -1.9414, -5.1684)
H (-2.0460, -0.7965, -6.2157)
H (-3.5918, -0.4621, -7.7449)
H (-5.5416, -2.4170, -6.3449)
H (-4.7870, -2.8058, -7.9439)
H (-5.5705, -1.6639, -10.1047)
H (-5.3196, -0.1184, -9.2012)
H (-6.9424, -0.6357, -9.7100)
H (-4.7869, -0.3207, -5.1570)
H (-3.9166, 0.8243, -5.8819)
C (5.0006, -0.1816, 2.8418)
C (6.0800, -0.1349, 1.7790)
C (6.7408, 1.2958, 1.6615)
O (5.8789, 2.4095, 1.3367)
C (4.9949, 2.3161, 0.2478)
N (7.0126, -1.2414, 1.9854)
H (4.2310, -0.9508, 2.7775)
H (4.3442, 0.6875, 2.8850)
H (5.5698, -0.3564, 3.7548)
H (5.6063, -0.3304, 0.8170)
H (7.4335, 1.3863, 0.8248)
H (7.3425, 1.6023, 2.5172)
H (5.3924, 2.1088, -0.7458)
H (4.3057, 3.1541, 0.3512)
H (4.3952, 1.4063, 0.2748)
H (6.6193, -2.0381, 2.4658)
H (7.8675, -1.0295, 2.4797)
C (0.8758, 2.6682, 9.8005)
C (1.7812, 2.1817, 8.7740)
C (1.0386, 1.8756, 7.4631)
O (1.9266, 1.3521, 6.4412)
C (1.3156, 1.1361, 5.1807)
N (2.7049, 3.2384, 8.5824)
H (1.4266, 2.8045, 10.7312)
H (0.2947, 1.7691, 10.0054)
H (0.1858, 3.4728, 9.5459)
H (2.3244, 1.3367, 9.1971)
H (0.5748, 2.7860, 7.0835)
H (0.2519, 1.1214, 7.4448)
H (1.9828, 0.7157, 4.4282)
H (0.7784, 2.0258, 4.8520)
H (0.5664, 0.3628, 5.3500)
H (2.4040, 3.8409, 7.8298)
H (3.5370, 2.8206, 8.1910)
C (5.4425, 6.2657, -2.5722)
C (4.7921, 4.9886, -2.9355)
C (3.3442, 4.8257, -2.4692)
O (3.3834, 4.9897, -1.0389)
C (1.9605, 4.9682, -0.6186)
N (4.8714, 4.8758, -4.4008)
H (6.4965, 6.1461, -2.8230)
H (5.2797, 6.3661, -1.4991)
H (4.9136, 7.1137, -3.0073)
H (5.3953, 4.1397, -2.6136)
H (2.9387, 3.8699, -2.8009)
H (2.8082, 5.6043, -3.0121)
H (1.3532, 5.6230, -1.2436)
H (1.9630, 5.2719, 0.4283)
H (1.3823, 4.0453, -0.6625)
H (5.8584, 4.8447, -4.6130)
H (4.5233, 4.0104, -4.7881)